[1]
ORCA calculation (ωB97M-V with the def2-TZVPD basis set) on a single C6H7N molecule.

Positions of all 14 atoms, in Å:
C1 1.74807 0.73815 -0.30213
C2 0.88464 -0.21096 0.56916
C3 0.41415 -1.48965 -0.10732
C4 -0.47391 -0.39262 0.05551
C5 -1.76610 0.03422 0.15811
C6 -2.90775 0.85291 0.09926
N1 -3.14585 -0.39069 -0.19572
H1 1.17445 1.01912 -1.20199
H2 2.75930 0.50927 -0.62836
H3 2.08921 1.72972 0.19855
H4 1.06448 -0.16203 1.72364
H5 0.37232 -2.47690 0.46939
H6 0.82767 -1.69441 -1.13022
H7 -3.04066 1.93388 0.29211

- Calculated total energy: -7820.0019 eV
- Kohn-Sham gap: 9.0 eV
- Max |F|: 4.65 eV/Å
- ΔE to the lowest compared entry with this formula, charge and spin: 544.7 kJ/mol
- LUMO: 0.023 Eh

=====

[2]
ORCA calculation (ωB97M-V with the def2-TZVPD basis set) on 2 unconnected molecules or ions with the total composition C6H11N3O2.

Positions of all 22 atoms, in Å:
C1 -2.07581 1.87160 0.12960
N1 -0.90394 1.34386 -0.60947
C2 -0.03161 1.95694 -1.55729
C3 0.80688 1.02620 -1.97532
N2 0.51315 -0.15050 -1.40760
C4 1.09658 -1.51157 -1.59242
C5 -0.55259 0.01363 -0.52022
O1 -1.05564 -0.80997 0.21187
H1 -2.97375 1.49565 -0.47375
H2 -1.97951 1.78453 1.17005
H3 -2.18381 3.00716 -0.11024
H4 0.01796 3.04231 -1.74176
H5 1.59282 1.18970 -2.81654
H6 1.97251 -1.36906 -2.15884
H7 1.22764 -2.02897 -0.64168
H8 0.44494 -2.10383 -2.16885
C6 0.36398 -1.64344 2.94088
N3 1.22565 -0.66437 2.48765
O2 2.22735 -0.86390 1.84055
H9 -0.11519 -1.41341 3.93861
H10 0.73200 -2.69322 2.97210
H11 -0.34962 -1.47934 2.08270

- Calculated total energy: -14962.3195 eV
- Kohn-Sham gap: 8.6 eV
- Max |F|: 5.14 eV/Å
- ΔE to the lowest compared entry with this formula, charge and spin: 240.8 kJ/mol
- LUMO: 0.028 Eh

=====

[3]
ORCA calculation (ωB97M-V with the def2-TZVPD basis set) on a molecular structure, C30H22BBrF6N10O4Ti.

Positions of all 75 atoms, in Å:
Ti1 0.20824 0.31561 -0.24952
Br1 3.28030 -0.17571 1.04782
C1 3.20088 1.40714 2.08058
C2 4.36727 1.86312 2.62800
C3 4.34427 2.97779 3.48775
C4 3.14648 3.54551 3.80812
C5 1.93164 3.06374 3.25943
C6 0.70250 3.61014 3.69351
C7 -0.46036 3.08409 3.21612
C8 -0.43528 2.08801 2.21836
C9 0.71574 1.56584 1.65367
C10 1.92538 2.00683 2.29899
H1 5.29510 1.34892 2.41724
H2 5.26989 3.34778 3.91210
H3 3.09623 4.37274 4.50851
H4 0.71259 4.41285 4.42321
H5 -1.41813 3.44890 3.57190
H6 -1.39851 1.74082 1.86656
B1 -0.33688 1.69815 -3.62032
N1 -0.63284 0.18494 -3.46800
C11 -1.06192 -0.63673 -4.43501
C12 -1.37734 -1.86086 -3.87051
C13 -1.09734 -1.68591 -2.51436
N2 -0.65290 -0.45362 -2.28838
N3 0.95524 2.09611 -2.84481
C14 1.87017 2.94983 -3.31296
C15 2.79283 3.21610 -2.31673
C16 2.35160 2.44854 -1.24324
N4 1.24739 1.77824 -1.56768
H7 -1.27757 2.34835 -3.23031
H8 -0.11240 1.90129 -4.79511
H9 -1.10335 -0.28650 -5.45261
H10 -1.73629 -2.74850 -4.36162
H11 -1.17584 -2.37805 -1.69123
H12 1.79063 3.30740 -4.32554
H13 3.65576 3.85716 -2.36348
H14 2.77020 2.34571 -0.25753
N5 -3.85699 -2.38901 4.30585
C17 -3.25672 -2.06075 3.06751
N6 -4.12948 -1.36941 2.20478
N7 -1.91305 -1.83110 3.05471
C18 -1.32676 -1.36859 2.02658
N8 -0.73083 -0.93716 1.10388
H15 -4.34779 -1.56920 4.68942
H16 -3.12033 -2.63223 4.95763
H17 -4.94380 -1.92171 1.97524
H18 -3.67769 -1.07762 1.34690
F1 2.41492 -4.76374 2.30228
C19 1.84559 -4.86498 1.09326
C20 2.15107 -4.01638 0.10543
N9 1.60299 -4.11560 -1.15239
C21 2.04628 -3.19365 -2.19622
C22 2.01135 -1.70891 -1.78087
O1 2.66511 -0.93821 -2.46786
O2 1.27261 -1.46238 -0.77208
C23 0.65591 -5.06291 -1.44118
O3 0.13913 -5.21930 -2.53142
N10 0.32845 -5.89014 -0.37558
C24 0.88000 -5.93042 0.89785
O4 0.56506 -6.78243 1.70445
H19 2.84457 -3.20338 0.26107
H20 1.36947 -3.31821 -3.03888
H21 3.05791 -3.44749 -2.51663
H22 -0.36561 -6.59093 -0.58672
F2 -0.71807 3.60558 -0.49373
C25 -1.83672 2.85155 -0.59117
C26 -1.76231 1.47103 -0.50491
C27 -2.99128 0.85412 -0.62214
F3 -3.09834 -0.50150 -0.56482
C28 -4.19690 1.51076 -0.81306
F4 -5.35999 0.83529 -0.91640
C29 -4.20345 2.88878 -0.89371
F5 -5.35727 3.56020 -1.07929
C30 -3.00556 3.56870 -0.77857
F6 -3.00486 4.91559 -0.86213

- Calculated total energy: -164701.4685 eV
- Multiplicity: 3
- Kohn-Sham gap (spin up / spin down): 4.1 / 7.3 eV
- Max |F|: 0.54 eV/Å
- ΔE to the lowest compared entry with this formula, charge and spin: 64.0 kJ/mol
- Total charge: -2
- <S²>: 2.01
- LUMO (spin up / spin down): 0.157 / 0.157 Eh

=====

[4]
ORCA calculation (ωB97M-V with the def2-TZVPD basis set) on a molecular structure, C5H10FO4P.

Positions of all 21 atoms, in Å:
C1 -0.85257 1.49277 1.47818
C2 1.95654 0.04681 -0.93532
C3 0.24283 1.55526 0.36122
C4 -0.13980 -1.41465 0.17521
C5 0.98846 0.20595 0.22746
O1 -1.40036 0.13363 -1.79571
O2 -1.78854 -2.34209 -1.64899
O3 -2.91362 -0.80319 0.07889
O4 0.58124 -2.36259 -0.33448
F1 1.72436 0.06847 1.40120
P1 -1.69067 -0.92844 -0.74594
H1 -0.87719 2.48460 2.05044
H2 -0.43635 0.82562 2.17037
H3 -1.68318 1.10970 0.94330
H4 1.38944 0.18998 -1.86122
H5 2.83349 0.68420 -0.87330
H6 2.29236 -0.96391 -0.75762
H7 1.01807 2.36751 0.70164
H8 -0.23836 1.86263 -0.53794
H9 -0.16750 -1.55095 1.30602
H10 -0.83865 -2.66129 -1.40342

- Calculated total energy: -25543.7839 eV
- Kohn-Sham gap: 6.2 eV
- Max |F|: 3.46 eV/Å
- ΔE to the lowest compared entry with this formula, charge and spin: 70.2 kJ/mol
- Total charge: -2
- LUMO: 0.243 Eh

=====

[5]
ORCA calculation (ωB97M-V with the def2-TZVPD basis set) on a molecular structure, C29H36DyN8.

Positions of all 74 atoms, in Å:
Dy1 -0.74289 -0.78437 0.43696
N1 1.59178 0.32745 2.57138
N2 3.13740 1.42566 0.16905
C1 -2.54294 -0.18439 -1.36950
C2 -1.88830 1.03032 -0.98014
C3 -2.19088 1.26977 0.39978
C4 -1.84924 2.48833 1.17153
H1 -1.03829 3.04361 0.68498
H2 -1.53254 2.23176 2.18986
H3 -2.71885 3.15933 1.26229
C5 -3.01546 0.18906 0.86634
C6 -3.60369 0.07547 2.22488
H4 -4.56514 0.60929 2.28900
H5 -2.93420 0.50706 2.98268
H6 -3.78964 -0.97623 2.48415
C7 -3.21527 -0.71806 -0.22325
C8 -3.99472 -1.98324 -0.16081
H7 -3.73980 -2.56871 0.73458
H8 -3.80427 -2.60503 -1.04256
H9 -5.07646 -1.78643 -0.12190
C9 -1.15476 1.97830 -1.86092
H10 -1.52850 3.00751 -1.73896
H11 -1.24825 1.69662 -2.91596
H12 -0.08181 2.00143 -1.62171
C10 -2.56741 -0.77159 -2.73281
H13 -1.78196 -1.52940 -2.86881
H14 -2.40141 -0.00586 -3.50015
H15 -3.53012 -1.26212 -2.93303
C11 1.15435 0.06953 3.91976
H16 0.68774 0.99157 4.37421
C12 2.18829 -0.39065 4.88273
H17 1.88889 -1.11389 5.63411
C13 3.35932 0.28749 4.77987
H18 4.16327 0.16975 5.50587
C14 3.55146 1.16180 3.70163
H19 4.44393 1.78780 3.67689
C15 2.76221 1.17813 2.52575
C16 3.39211 1.83863 1.45138
H20 4.21203 2.53748 1.58361
C17 2.18952 0.48663 -0.20780
C18 3.88869 1.85792 -0.94749
H21 4.67136 2.58148 -0.83600
C19 3.49847 1.12765 -1.98790
H22 3.87794 1.09344 -2.99034
N3 2.42712 0.32273 -1.57403
C20 1.66066 -0.50436 -2.43354
C21 1.35210 -0.06651 -3.74183
C22 0.71531 -0.94990 -4.62100
H23 0.51430 -0.61762 -5.64367
C23 0.31881 -2.22771 -4.21976
C24 -0.38399 -3.16069 -5.16443
H24 -1.36615 -3.45421 -4.76768
H25 0.18851 -4.08381 -5.32518
H26 -0.53585 -2.69213 -6.14303
C25 0.56363 -2.61744 -2.89955
H27 0.24442 -3.60977 -2.56905
C26 1.18631 -1.75657 -1.98172
C27 1.38334 -2.24090 -0.56036
H28 1.57532 -1.40944 0.18186
H29 2.25728 -2.90420 -0.45546
H30 0.52115 -2.86945 -0.22979
C28 1.60713 1.32686 -4.22242
H31 2.65863 1.49575 -4.48953
H32 1.29447 2.10380 -3.51040
H33 1.02944 1.49258 -5.14327
N4 -0.74887 -1.30243 4.59492
N5 0.15762 -0.92103 3.63675
N6 -1.41365 1.58293 4.43954
C29 -1.70753 2.48371 5.11198
N7 0.47410 0.25477 1.82719
N8 -0.41130 -0.50873 2.50693
H34 -0.25749 -1.46204 5.46913
H35 -1.45658 -0.56777 4.70600
H36 -1.97019 3.33329 5.75817

- Calculated total energy: -66653.2332 eV
- Multiplicity: 6
- Kohn-Sham gap (spin up / spin down): 4.2 / 4.2 eV
- Max |F|: 4.33 eV/Å
- Total charge: -1
- <S²>: 9.76
- LUMO (spin up / spin down): 0.095 / 0.093 Eh

=====

[6]
ORCA calculation (ωB97M-V with the def2-TZVPD basis set) on a single CH2ClNS molecule.

Positions of all 6 atoms, in Å:
N1 -0.79405 -0.02700 0.20276
C1 0.65028 0.20709 0.10298
S1 1.41054 1.63264 -0.03008
Cl1 1.39210 -1.34880 0.01969
H1 -1.57163 0.52870 -0.22582
H2 -1.08724 -0.99262 -0.06953

- Calculated total energy: -25916.6413 eV
- Kohn-Sham gap: 9.1 eV
- Max |F|: 3.69 eV/Å
- ΔE to the lowest compared entry with this formula, charge and spin: 25.2 kJ/mol
- LUMO: -0.003 Eh